# 1
74
Properties=species:S:1:pos:R:3:lowdin_charge:R:1 method="wB97M-V/def2-TZVPD" energy_ha=-5083.56661 de_lowest_kcal_mol=0.0 lumo_ev=0.0 charge=0 homo_lumo_gap_ev=8.3221
Pb 0.06328 0.44320 -0.33027 1.0087
O -3.70272 -1.15366 -1.38155 0.0701
C -3.10823 -0.66720 -0.44231 -0.6148
O -2.15269 0.19975 -0.51030 -0.3367
C -3.52919 -1.04247 0.97533 -0.1142
C -4.81294 -1.56728 1.11932 -0.0131
C -5.32078 -1.89558 2.36154 -0.0635
C -4.53956 -1.71698 3.49655 -0.0714
C -3.25622 -1.22226 3.36752 -0.0887
C -2.73737 -0.88114 2.11573 -0.2803
P -0.98866 -0.31721 2.14040 1.0141
C -1.07495 1.11159 3.26550 -0.3562
C -1.69994 2.22220 2.68909 -0.0996
C -1.81710 3.40679 3.39361 -0.0707
C -1.29970 3.50377 4.67982 -0.0809
C -0.68645 2.40594 5.25906 -0.0773
C -0.57596 1.21055 4.55792 -0.0851
C -0.15913 -1.73819 2.92585 -0.3429
C -0.57080 -3.00259 2.48632 -0.0854
C 0.09435 -4.14436 2.89374 -0.0647
C 1.17669 -4.04652 3.76063 -0.0754
C 1.60103 -2.80066 4.18859 -0.0780
C 0.94950 -1.64879 3.75950 -0.0959
H -5.39549 -1.70014 0.21812 0.1188
H -6.32503 -2.28939 2.45040 0.1052
H -4.92558 -1.96879 4.47541 0.1045
H -2.64182 -1.10442 4.25313 0.1099
H -2.09895 2.15145 1.68194 0.1018
H -2.31019 4.25510 2.93818 0.1074
H -1.37903 4.43314 5.22785 0.1039
H -0.29313 2.47079 6.26483 0.1048
H -0.13061 0.35803 5.04974 0.0895
H -1.41708 -3.09447 1.81612 0.1202
H -0.22517 -5.11061 2.52555 0.1126
H 1.69224 -4.94036 4.08720 0.1070
H 2.45004 -2.71232 4.85416 0.1066
H 1.34927 -0.68693 4.05110 0.0927
Br 5.85875 2.51652 2.69220 0.7218
C 5.53144 0.65883 2.76327 -0.7438
C 6.46689 -0.14088 3.40795 -0.1350
C 6.28219 -1.51169 3.47103 -0.0779
C 5.16744 -2.09032 2.88251 -0.0797
C 4.22870 -1.29598 2.24385 -0.1499
C 4.40371 0.08221 2.19414 -0.7143
I 2.92113 1.20229 1.25016 0.9487
H 7.33716 0.31933 3.85362 0.0993
H 7.01441 -2.12460 3.97861 0.1072
H 5.02580 -3.16275 2.91189 0.1020
H 3.36742 -1.74134 1.76629 0.0699
C -0.37742 -8.02612 -1.69677 -0.0692
C 0.89738 -7.83356 -0.87623 -0.5633
C 0.75565 -8.62940 0.42762 -0.0490
C 2.07903 -8.38840 -1.68343 -0.0469
C 1.15490 -6.36061 -0.55227 -0.1654
C 2.27385 -6.01814 0.21840 -0.0298
C 2.59024 -4.70413 0.54623 0.0181
C 1.73851 -3.73137 0.07675 -0.2203
O 1.78744 -2.36652 0.26526 0.0700
B 0.66774 -1.85984 -0.40063 -0.6955
O -0.04185 -2.89124 -1.00939 0.1330
C 0.63631 -4.04847 -0.68355 -0.1931
C 0.31501 -5.34551 -1.01791 0.0770
H -0.51950 -9.08833 -1.90099 0.0857
H -0.32307 -7.51019 -2.65647 0.0872
H -1.25990 -7.66922 -1.16308 0.0884
H 0.55677 -9.68024 0.20811 0.0849
H -0.07079 -8.24473 1.02807 0.0880
H 1.66227 -8.58110 1.03098 0.0746
H 1.90375 -9.43567 -1.93721 0.0847
H 3.01132 -8.32970 -1.12114 0.0767
H 2.21040 -7.82882 -2.61090 0.0916
H 2.92588 -6.80344 0.57781 0.1069
H 3.45736 -4.45887 1.14472 0.1131
H -0.56309 -5.54477 -1.61290 0.1213

=====

# 2
14
Properties=species:S:1:pos:R:3:lowdin_charge:R:1 method="wB97M-V/def2-TZVPD" energy_ha=-520.26697 de_lowest_kcal_mol=36.7 lumo_ev=-11.8 charge=+2 homo_lumo_gap_ev=6.4943
Sn -18.73084 28.61308 3.76372 1.8468
O -18.93147 25.75941 4.63148 -0.0996
H -19.78712 25.53453 4.99688 0.0692
H -18.58713 24.93049 4.29900 0.0762
C -17.67913 27.05688 0.29554 -0.1825
C -16.54483 26.75869 1.31436 -0.2058
O -15.94575 27.91607 1.97588 -0.0895
O -18.80355 27.19014 1.14394 -0.1723
H -17.84281 26.17880 -0.32918 0.1465
H -17.38572 27.89558 -0.33578 0.1391
H -15.76579 26.18559 0.81162 0.1365
H -16.84916 26.06840 2.10111 0.1150
H -15.44610 28.35814 1.28558 0.1047
H -19.57602 27.07451 0.58581 0.1157

=====

# 3
17
Properties=species:S:1:pos:R:3:lowdin_charge:R:1 method="wB97M-V/def2-TZVPD" energy_ha=-510.98823 de_lowest_kcal_mol=36.8 lumo_ev="-3.8 / -6.0" s2=2.01 charge=+1 homo_lumo_gap_ev="7.5610 / 8.2356" multiplicity=3
C -0.34406 1.88633 0.93543 0.0788
C 0.42177 0.24014 -1.69800 -0.1511
C 0.72199 -1.09390 1.17437 -0.0071
C -0.60335 -0.00065 -0.65678 -0.8093
N -0.25873 -1.26137 0.05694 -0.0751
I -2.64701 0.01393 -1.18145 1.0133
H -1.20542 2.44068 1.04497 -0.0109
H 0.04105 1.21942 1.66291 -0.0145
H 0.30286 2.34525 0.25289 0.0077
H 1.42836 0.24121 -1.26708 0.0922
H 0.13657 1.20739 -2.22324 0.1119
H 0.34645 -0.46340 -2.57085 0.1082
H 0.15993 -0.91903 2.06967 0.0981
H 1.21269 -1.91849 1.41658 0.0563
H 1.27237 -0.09150 1.09042 0.1255
H 0.13185 -2.04578 -0.55378 0.2007
H -1.11731 -1.80025 0.44701 0.1753

=====

# 4
25
Properties=species:S:1:pos:R:3:lowdin_charge:R:1 method="wB97M-V/def2-TZVPD" energy_ha=-422.88077 de_lowest_kcal_mol=66.5 lumo_ev=0.9 charge=0 homo_lumo_gap_ev=8.6941
C 0.72761 0.11288 -0.19756 -0.5661
C -1.19999 0.37134 -0.33335 -0.4588
C 0.51812 -1.18331 0.49139 -0.1351
C -1.40414 1.75260 -0.95494 -0.0673
C -2.10517 0.26628 0.88864 -0.0590
C 2.14028 -1.78241 0.89899 -0.0570
N 1.24261 -0.00533 -1.49027 0.0949
N 1.40627 1.11525 0.50457 0.0954
O -1.59250 -0.57416 -1.34610 -0.0565
H -2.30087 -1.18466 -1.08627 0.0980
H 2.39714 1.16831 0.30793 0.0836
H 2.21409 0.24131 -1.61096 0.0827
H 0.64544 0.49216 -2.14797 0.0759
H 1.23783 1.09203 1.50328 0.0883
H 0.10725 -1.97160 -0.13252 0.1009
H 0.09395 -1.13001 1.48926 0.0856
H -1.09416 2.55795 -0.28335 0.0781
H -2.46049 1.92902 -1.21629 0.0841
H -0.86057 1.86395 -1.89853 0.0686
H -1.83055 1.00064 1.65189 0.0886
H -2.09708 -0.73403 1.33040 0.0711
H -3.16412 0.40160 0.61738 0.0899
H 1.99446 -2.81400 1.22856 0.0385
H 2.82565 -1.76877 0.04974 0.0401
H 2.55895 -1.21703 1.73612 0.0358

=====

# 5
101
Properties=species:S:1:pos:R:3:lowdin_charge:R:1 method="wB97M-V/def2-TZVPD" energy_ha=-2607.90010 lumo_ev=-2.8 charge=+1 homo_lumo_gap_ev=8.6126
C -4.27620 3.63357 4.61788 -0.2725
P -2.46295 3.44661 4.77135 0.9264
O -2.22040 3.37537 6.41004 -0.3049
C -1.99215 1.73075 4.20533 -0.3650
C -1.15509 1.57724 2.92702 -0.1106
C -1.01742 0.01250 2.89963 -0.0893
C -2.02480 -0.56627 3.90305 -0.2357
C -2.63046 -1.86899 3.49075 -0.1777
O -3.70887 -2.17458 4.36381 -0.1176
N -4.14371 -3.53344 4.11660 0.0004
O -4.07983 -4.14994 5.07747 0.1408
N -2.97545 0.57003 4.10787 0.0827
B -4.07221 0.60271 3.04168 -0.6455
N -5.41872 0.93918 3.49129 0.1794
O -3.78733 0.27856 1.77665 0.1943
H -4.88063 2.88684 5.11927 0.0347
H -4.51231 3.60654 3.55727 0.0332
H -4.50158 4.63140 4.96143 0.0411
H -2.49222 2.50888 6.75200 0.0546
H -1.33118 1.40031 5.00107 0.1227
H -0.18945 1.93043 3.26675 0.0952
H -1.57696 2.01895 2.04198 0.1180
H -1.37358 -0.29357 1.91726 0.1120
H -0.01206 -0.37782 2.92631 0.1133
H -1.44708 -0.77131 4.79997 0.1691
H -2.90526 -1.87144 2.43914 0.1260
H -1.85268 -2.62048 3.59788 0.1418
H -3.46405 0.41066 4.99142 0.1840
H -6.03518 0.19163 3.18173 0.0958
H -5.75364 1.78891 3.04698 0.0813
H -3.94972 1.01944 1.15268 0.1154
O -3.78709 1.06036 -0.78253 0.0831
C -4.50035 0.30583 -1.40126 -0.5046
O -5.66840 -0.05400 -0.86054 0.0055
C -6.67899 -0.78786 -1.57382 -0.2160
C -6.44694 -2.28123 -1.50019 -0.0577
C -4.05854 -0.29033 -2.71249 0.0284
H -6.75978 -0.42870 -2.59911 0.1172
H -7.61369 -0.53233 -1.07952 0.1256
H -5.50941 -2.56861 -1.97614 0.0698
H -7.25911 -2.81503 -1.99213 0.0878
H -6.39644 -2.60498 -0.46060 0.0832
H -3.46273 -1.17879 -2.50736 0.1004
H -3.43653 0.43907 -3.22470 0.0968
H -4.87626 -0.54830 -3.37949 0.0771
O 1.94255 0.96010 3.64861 0.0620
C 2.81698 1.46390 2.97884 -0.5126
O 2.65365 2.73314 2.59800 0.0040
C 3.68427 3.51484 1.96823 -0.2179
C 3.71645 3.31415 0.47005 -0.0569
C 4.01313 0.68291 2.50293 0.0114
H 4.64961 3.31899 2.43483 0.1153
H 3.43146 4.54780 2.19816 0.1245
H 3.95635 2.28252 0.20903 0.0727
H 4.45842 3.96566 0.01149 0.0894
H 2.74478 3.54010 0.03256 0.0768
H 3.75807 0.16007 1.58467 0.0885
H 4.26560 -0.05314 3.26095 0.0915
H 4.89723 1.29026 2.33423 0.0794
O 2.96326 5.50518 -2.44151 0.1002
C 2.32464 4.79613 -3.16978 -0.5328
O 2.41382 3.46077 -3.03104 -0.0118
C 1.55344 2.53616 -3.71243 -0.2313
C 2.05490 2.20109 -5.09935 -0.0616
C 1.49118 5.36838 -4.29373 0.0123
H 0.52687 2.90650 -3.72430 0.1109
H 1.55628 1.64111 -3.09133 0.1188
H 2.07605 3.08407 -5.73911 0.0752
H 1.42306 1.45182 -5.57274 0.0489
H 3.07339 1.81478 -5.04964 0.0904
H 2.13131 5.51688 -5.16188 0.0974
H 1.10715 6.33271 -3.97173 0.0899
H 0.63956 4.75374 -4.57488 0.0688
O 1.50156 0.02188 -7.04222 0.0933
C 1.34115 -1.14627 -6.81684 -0.5084
O 0.45813 -1.50704 -5.86277 -0.0028
C 0.05327 -2.86180 -5.64522 -0.2373
C 1.00387 -3.59388 -4.72156 -0.0641
C 2.16404 -2.20616 -7.51074 0.0194
H -0.08275 -3.37999 -6.59452 0.1142
H -0.93080 -2.79228 -5.18424 0.1178
H 2.00310 -3.66926 -5.14940 0.0694
H 0.63938 -4.60160 -4.52109 0.0824
H 1.09510 -3.06000 -3.77543 0.0813
H 3.10091 -2.33146 -6.96948 0.0988
H 2.38425 -1.85708 -8.51569 0.0942
H 1.66735 -3.16891 -7.60155 0.0716
O 5.73497 -1.34673 0.90744 0.1027
C 5.58604 -2.51030 1.16326 -0.5187
O 4.69629 -2.85573 2.11570 -0.0095
C 4.30747 -4.20923 2.37315 -0.2366
C 5.25524 -4.89653 3.33268 -0.0611
C 6.43027 -3.57910 0.50926 0.0168
H 4.19165 -4.76030 1.43915 0.1118
H 3.31679 -4.13846 2.81955 0.1201
H 6.26122 -4.97184 2.92083 0.0701
H 4.90215 -5.90191 3.56206 0.0836
H 5.32599 -4.33104 4.26141 0.0850
H 7.36122 -3.67749 1.06562 0.0995
H 6.65953 -3.25555 -0.50234 0.0922
H 5.94661 -4.55035 0.44014 0.0708

=====

# 6
11
Properties=species:S:1:pos:R:3:lowdin_charge:R:1 method="wB97M-V/def2-TZVPD" energy_ha=-173.23555 de_lowest_kcal_mol=4.1 lumo_ev=1.1 charge=0 homo_lumo_gap_ev=9.0946 smiles="C=C(C)N"
C -1.35532 0.33341 -0.61161 -0.0064
C -0.14372 0.12503 -0.10109 -0.4681
C 0.30305 -0.77786 1.02843 -0.0480
N 0.95702 0.81772 -0.64381 0.0538
H -1.62827 0.95161 -1.45199 0.0436
H -2.18434 -0.21487 -0.17347 0.0463
H -0.17403 -0.49162 1.96099 0.0789
H 1.38421 -0.72817 1.14225 0.0634
H 0.10495 -1.82267 0.79867 0.0787
H 1.88153 0.46251 -0.44816 0.0718
H 0.85491 1.34491 -1.50019 0.0860

=====

Question: The highest charge belongs to which entry?
Answer: C2H8O3Sn